{
  "formula": "C23H29ClN6OS",
  "method": "ωB97M-V with the def2-TZVPD basis set",
  "symbols": ["C", "C", "N", "C", "N", "C", "S", "C", "C", "O", "N", "C", "C", "C", "N", "C", "C", "C", "C", "N", "N", "C", "C", "C", "C", "C", "C", "C", "C", "C", "C", "Cl", "H", "H", "H", "H", "H", "H", "H", "H", "H", "H", "H", "H", "H", "H", "H", "H", "H", "H", "H", "H", "H", "H", "H", "H", "H", "H", "H", "H", "H"],
  "coordinates": [[2.437, 1.152, 1.270], [1.814, -0.112, 0.778], [0.521, -0.060, 0.539], [-0.069, -1.159, 0.109], [-1.336, -1.366, -0.191], [-1.369, -2.660, -0.557], [-2.838, -3.440, -0.996], [-3.983, -2.175, -0.363], [-3.590, -1.773, 1.063], [-3.196, -2.579, 1.879], [-3.810, -0.474, 1.317], [-3.337, 0.161, 2.526], [-2.333, 1.267, 2.195], [-2.978, 2.399, 1.391], [-3.426, 1.957, 0.084], [-4.347, 2.864, -0.578], [-4.459, 2.279, -1.985], [-3.072, 1.660, -2.238], [-2.356, 1.741, -0.882], [-0.198, -3.283, -0.538], [0.641, -2.341, -0.107], [1.962, -2.428, 0.120], [2.616, -3.740, -0.152], [2.585, -1.285, 0.588], [4.058, -1.270, 0.883], [4.851, -0.509, -0.150], [4.450, -0.473, -1.480], [5.180, 0.211, -2.435], [6.338, 0.878, -2.074], [6.763, 0.852, -0.757], [6.023, 0.162, 0.189], [6.597, 0.151, 1.827], [1.679, 1.928, 1.303], [3.248, 1.459, 0.613], [2.845, 1.011, 2.270], [-3.977, -1.322, -1.038], [-4.964, -2.650, -0.360], [-3.955, 0.197, 0.563], [-2.875, -0.609, 3.148], [-4.193, 0.584, 3.067], [-1.500, 0.842, 1.636], [-1.945, 1.682, 3.127], [-3.857, 2.764, 1.934], [-2.264, 3.237, 1.302], [-5.303, 2.887, -0.050], [-3.946, 3.892, -0.619], [-4.716, 3.039, -2.720], [-5.230, 1.510, -2.005], [-3.160, 0.627, -2.571], [-2.521, 2.208, -3.000], [-1.811, 0.829, -0.642], [-1.647, 2.585, -0.872], [2.968, -4.190, 0.775], [1.885, -4.405, -0.605], [3.465, -3.621, -0.823], [4.226, -0.816, 1.861], [4.440, -2.291, 0.930], [3.545, -0.987, -1.769], [4.844, 0.224, -3.460], [6.913, 1.415, -2.812], [7.665, 1.365, -0.460]],
  "smiles": "Cc1nc2nc(SCC(=O)NCCCN3CCCC3)nn2c(C)c1Cc1ccccc1Cl",
  "total_energy_ha": -2156.04158,
  "e_lumo_ev": 0.40,
  "gap_ha": 0.3212,
  "spin_multiplicity": 1,
  "homo_energy_ev": -8.34,
  "fmax_ev_per_a": 1.35,
  "molar_mass_da": 473.05
}

---

{
  "formula": "C31H37N2ORu",
  "method": "ωB97M-V with the def2-TZVPD basis set",
  "symbols": ["C", "C", "C", "H", "C", "C", "H", "C", "C", "C", "H", "C", "C", "H", "H", "H", "H", "H", "H", "Ru", "C", "C", "C", "H", "H", "H", "H", "H", "H", "C", "C", "H", "H", "O", "N", "C", "H", "C", "C", "H", "C", "H", "C", "H", "C", "H", "C", "H", "H", "H", "C", "N", "C", "C", "C", "C", "C", "C", "C", "C", "H", "H", "H", "H", "H", "H", "H", "H", "H", "H", "H", "H"],
  "coordinates": [[-1.364, -1.617, -0.475], [-2.033, -0.349, -0.585], [-1.721, 0.228, -1.854], [-2.878, -0.076, 0.043], [-0.788, -0.598, -2.469], [-0.502, -1.686, -1.634], [-0.380, -0.443, -3.466], [-0.044, -0.774, 3.324], [-1.273, -0.881, 2.611], [-1.513, 0.382, 1.946], [-2.015, -1.680, 2.682], [-0.345, 1.203, 2.110], [0.497, 0.521, 3.104], [-2.108, 1.166, -2.231], [0.147, -2.520, -1.856], [-1.831, -2.473, 0.032], [1.348, 0.929, 3.670], [-2.480, 0.764, 1.598], [0.368, -1.569, 3.946], [-0.165, -0.321, 0.538], [-0.394, 2.657, 1.606], [0.978, 3.255, 2.055], [-1.585, 3.488, 2.138], [1.017, 3.332, 3.167], [1.117, 4.236, 1.569], [1.832, 2.626, 1.716], [-1.634, 3.532, 3.245], [-2.556, 3.122, 1.726], [-1.427, 4.522, 1.774], [-0.565, 2.668, 0.040], [0.802, 2.457, -0.557], [-1.028, 3.605, -0.379], [-1.335, 1.885, -0.300], [1.514, 1.571, -0.021], [1.226, 3.288, -1.583], [0.894, 2.844, -2.950], [2.240, 3.510, -1.514], [-0.551, 3.062, -3.298], [-1.016, 2.338, -4.404], [-0.295, 1.707, -4.938], [-2.358, 2.399, -4.759], [-2.704, 1.773, -5.581], [-3.237, 3.223, -4.056], [-4.297, 3.191, -4.296], [-2.767, 3.974, -2.982], [-3.454, 4.582, -2.397], [-1.410, 3.923, -2.622], [-1.011, 4.529, -1.799], [1.079, 1.765, -3.099], [1.492, 3.442, -3.654], [0.485, -6.186, 0.896], [0.521, -4.981, 1.667], [0.585, -4.929, 3.096], [0.467, -3.724, 0.958], [1.738, -2.929, 0.814], [3.008, -3.533, 0.830], [4.149, -2.797, 0.561], [4.062, -1.462, 0.235], [2.799, -0.862, 0.179], [1.676, -1.554, 0.551], [-0.042, -6.994, 1.419], [1.514, -6.518, 0.653], [-0.038, -5.971, -0.053], [1.619, -4.700, 3.419], [-0.074, -4.119, 3.464], [0.260, -5.882, 3.528], [0.104, -3.939, -0.068], [-0.267, -3.081, 1.479], [3.184, -4.584, 1.037], [5.134, -3.257, 0.590], [4.947, -0.874, 0.003], [2.686, 0.164, -0.141]],
  "s2": 8.796,
  "total_energy_ha": -1482.80261,
  "e_lumo_ev": [0.32, -0.81],
  "gap_ha": [0.2327, 0.2390],
  "spin_multiplicity": 6,
  "homo_energy_ev": [-6.01, -7.32],
  "fmax_ev_per_a": 3.74,
  "molar_mass_da": 554.72
}

---

{
  "formula": "C3H5N3S",
  "method": "ωB97M-V with the def2-TZVPD basis set",
  "symbols": ["H", "N", "C", "C", "N", "S", "C", "N", "H", "H", "H", "H"],
  "coordinates": [[-3.669, -0.109, -0.812], [-2.852, -0.793, -0.230], [-1.725, -0.205, 0.197], [-0.229, -0.889, 0.258], [0.730, 0.144, 0.338], [2.325, -0.223, -0.255], [-0.093, 1.226, -0.019], [-1.369, 1.238, 0.006], [-0.062, -1.706, 1.078], [-0.086, -1.441, -0.639], [2.828, -0.292, 0.914], [0.510, 2.199, 0.126]],
  "smiles": "[H]/N=C1/CN(S)C=N1",
  "total_energy_ha": -679.64982,
  "e_lumo_ev": 0.19,
  "gap_ha": 0.3490,
  "spin_multiplicity": 1,
  "homo_energy_ev": -9.31,
  "fmax_ev_per_a": 5.55,
  "molar_mass_da": 115.16
}

---

{
  "formula": "C3H5NO2",
  "method": "ωB97M-V with the def2-TZVPD basis set",
  "symbols": ["N", "C", "O", "C", "C", "O", "H", "H", "H", "H", "H"],
  "coordinates": [[1.567, 0.814, 0.991], [1.075, 0.772, -0.158], [0.190, -1.171, -0.856], [-0.827, -1.093, 0.013], [-1.196, 0.354, -0.110], [-0.299, 1.241, -0.251], [2.561, 0.602, 0.963], [1.494, 0.712, -1.156], [-0.623, -1.324, 1.087], [-1.743, -1.665, -0.253], [-2.200, 0.757, -0.269]],
  "total_energy_ha": -322.40390,
  "e_lumo_ev": -0.71,
  "gap_ha": 0.2881,
  "spin_multiplicity": 1,
  "homo_energy_ev": -8.55,
  "fmax_ev_per_a": 0.55,
  "molar_mass_da": 87.08
}

---

{
  "formula": "C6H20O4",
  "method": "ωB97M-V with the def2-TZVPD basis set",
  "symbols": ["C", "O", "H", "H", "H", "H", "C", "O", "H", "H", "H", "H", "C", "O", "H", "H", "H", "H", "C", "C", "C", "O", "H", "H", "H", "H", "H", "H", "H", "H"],
  "coordinates": [[-0.627, -4.211, 4.079], [0.128, -4.261, 2.934], [-0.767, -5.237, 4.421], [-0.202, -3.503, 4.790], [-1.656, -3.853, 4.053], [0.122, -3.449, 2.422], [0.655, 0.814, 1.293], [-0.535, 0.798, 2.113], [1.230, -0.111, 1.334], [0.218, 1.027, 0.317], [1.409, 1.558, 1.553], [-1.068, 1.541, 1.822], [-0.973, -2.571, -0.032], [-0.344, -2.342, 1.212], [-0.326, -3.285, -0.542], [-1.919, -3.106, 0.050], [-1.114, -1.726, -0.706], [-0.188, -1.400, 1.309], [0.506, 1.394, -2.679], [0.374, 2.855, -2.210], [1.122, 3.868, -3.020], [-1.018, 3.287, -2.058], [-0.129, 0.699, -2.129], [1.570, 1.212, -2.833], [0.090, 1.396, -3.686], [0.749, 2.776, -1.189], [1.007, 3.633, -4.078], [2.185, 3.830, -2.783], [0.887, 4.915, -2.831], [-1.384, 3.450, -2.930]],
  "s2": 0.754,
  "total_energy_ha": -541.11480,
  "e_lumo_ev": [-3.05, -9.80],
  "charge": 1,
  "gap_ha": [0.3415, 0.0937],
  "spin_multiplicity": 2,
  "homo_energy_ev": [-12.35, -12.35],
  "fmax_ev_per_a": 3.19,
  "molar_mass_da": 156.22
}

---

{
  "formula": "C19H24BrO9P",
  "method": "ωB97M-V with the def2-TZVPD basis set",
  "symbols": ["O", "C", "C", "C", "O", "C", "O", "C", "C", "O", "H", "H", "H", "H", "O", "C", "C", "C", "O", "C", "O", "C", "C", "O", "H", "H", "H", "H", "C", "C", "C", "O", "C", "P", "C", "C", "C", "Br", "H", "H", "H", "H", "H", "H", "H", "H", "H", "H", "H", "H", "H", "H", "H", "H"],
  "coordinates": [[2.203, 0.122, 3.394], [1.002, 0.094, 3.582], [0.085, -0.648, 2.716], [-1.228, -0.634, 2.955], [-2.093, -1.309, 2.178], [-1.807, 0.133, 4.097], [-3.011, 0.133, 4.264], [-0.888, 0.856, 4.976], [0.426, 0.839, 4.740], [1.296, 1.492, 5.531], [0.517, -1.198, 1.891], [-2.976, -1.138, 2.560], [-1.317, 1.394, 5.810], [2.173, 1.323, 5.146], [-7.266, 2.185, -1.411], [-6.924, 1.374, -0.574], [-7.805, 0.304, -0.101], [-7.386, -0.552, 0.833], [-8.171, -1.546, 1.284], [-6.021, -0.453, 1.428], [-5.686, -1.244, 2.289], [-5.134, 0.600, 0.939], [-5.550, 1.455, 0.003], [-4.754, 2.431, -0.467], [-8.792, 0.244, -0.538], [-7.639, -2.016, 1.949], [-4.143, 0.650, 1.368], [-5.288, 2.906, -1.127], [4.658, 1.759, 0.571], [3.614, 1.238, -0.467], [2.675, 0.097, 0.096], [2.875, -1.142, -0.573], [2.294, -1.116, -1.883], [3.095, -2.586, -2.790], [3.203, -2.129, -4.608], [4.556, -1.506, -5.092], [4.639, 0.047, -4.862], [6.167, -2.455, -4.436], [5.650, 1.292, 0.406], [4.312, 1.574, 1.604], [4.813, 2.846, 0.392], [4.068, 0.843, -1.400], [2.940, 2.072, -0.767], [1.602, 0.391, 0.131], [3.003, -0.062, 1.158], [2.496, -0.173, -2.431], [1.213, -1.329, -1.745], [4.383, -2.667, -2.190], [2.919, -2.991, -5.236], [2.424, -1.345, -4.776], [4.580, -1.628, -6.198], [4.501, 0.327, -3.804], [5.620, 0.361, -5.273], [3.875, 0.484, -5.540]],
  "smiles": "O=C1C=C(O)C(=O)C=C1O.O=C1C=C(O)C(=O)C=C1O.CCCOCPC[C@@H](C)Br",
  "total_energy_ha": -4330.84289,
  "e_lumo_ev": -1.68,
  "gap_ha": 0.2406,
  "spin_multiplicity": 1,
  "homo_energy_ev": -8.22,
  "fmax_ev_per_a": 1.76,
  "molar_mass_da": 507.27
}

---

{
  "formula": "H9N5O2P2",
  "method": "ωB97M-V with the def2-TZVPD basis set",
  "symbols": ["N", "P", "N", "N", "N", "P", "N", "O", "O", "H", "H", "H", "H", "H", "H", "H", "H", "H"],
  "coordinates": [[-0.867, -0.051, 2.670], [-0.674, -0.400, 1.187], [0.859, -0.886, 1.108], [-1.652, -1.346, 0.274], [-0.491, 0.894, -0.092], [0.383, 0.358, -1.773], [1.764, 1.176, -1.196], [0.346, -1.069, -1.662], [-0.326, 1.219, -2.787], [-1.803, 0.065, 3.004], [1.591, -0.858, 0.445], [1.301, -1.273, 1.914], [-1.368, -1.597, -0.644], [-2.510, -1.766, 0.433], [-0.036, 1.727, 0.279], [-1.335, 1.380, -0.361], [2.257, 1.746, -1.893], [2.560, 0.681, -0.905]],
  "smiles": "N=P(N)(N)[NH2+][P@@](N)(=O)[O-]",
  "total_energy_ha": -1112.49113,
  "e_lumo_ev": 0.54,
  "gap_ha": 0.3843,
  "spin_multiplicity": 1,
  "homo_energy_ev": -9.92,
  "fmax_ev_per_a": 5.35,
  "molar_mass_da": 173.05
}

---

{
  "formula": "C13H26N3O2PPt",
  "method": "ωB97M-V with the def2-TZVPD basis set",
  "symbols": ["Pt", "C", "O", "C", "O", "N", "N", "H", "H", "H", "H", "H", "H", "C", "C", "P", "C", "C", "C", "C", "H", "H", "H", "H", "H", "H", "H", "H", "H", "H", "H", "H", "H", "H", "H", "C", "C", "C", "N", "C", "C", "H", "H", "H", "H", "H"],
  "coordinates": [[-0.592, 0.936, 0.293], [0.925, 1.461, 4.780], [-0.039, 2.329, 4.104], [-0.335, 2.064, 2.887], [0.130, 1.119, 2.252], [-1.225, 2.910, 2.382], [-1.563, 2.770, 1.047], [1.023, 1.884, 5.771], [1.870, 1.490, 4.246], [0.530, 0.451, 4.823], [-1.540, 3.711, 2.911], [-1.180, 3.558, 0.525], [-2.573, 2.781, 0.917], [2.691, 1.589, -0.677], [2.515, 0.184, -0.094], [0.912, -0.578, -0.479], [0.795, -0.803, -2.272], [1.826, -1.764, -2.874], [0.837, -2.192, 0.359], [2.177, -2.932, 0.474], [3.647, 2.004, -0.364], [1.912, 2.273, -0.338], [2.676, 1.582, -1.767], [2.596, 0.189, 0.995], [3.298, -0.483, -0.461], [0.880, 0.192, -2.714], [-0.220, -1.152, -2.481], [2.849, -1.477, -2.627], [1.738, -1.753, -3.959], [1.664, -2.787, -2.540], [0.105, -2.795, -0.186], [0.426, -2.009, 1.352], [2.638, -3.113, -0.495], [2.010, -3.898, 0.947], [2.885, -2.382, 1.094], [-4.234, -0.938, -2.186], [-3.572, 0.173, -2.693], [-2.484, 0.671, -2.012], [-2.047, 0.110, -0.865], [-2.688, -0.961, -0.368], [-3.781, -1.508, -1.006], [-5.089, -1.352, -2.702], [-3.888, 0.652, -3.609], [-1.930, 1.524, -2.375], [-2.310, -1.364, 0.559], [-4.267, -2.370, -0.571]],
  "total_energy_ha": -1285.86836,
  "e_lumo_ev": -6.45,
  "charge": 2,
  "gap_ha": 0.3526,
  "spin_multiplicity": 1,
  "homo_energy_ev": -16.05,
  "fmax_ev_per_a": 1.75,
  "molar_mass_da": 482.42
}